# 1
{"formula": "C3H9N2O", "method": "ωB97M-V with the def2-TZVPD basis set", "species": ["N", "C", "C", "N", "C", "O", "H", "H", "H", "H", "H", "H", "H", "H", "H"], "coordinates": [[-1.64438, -1.39382, -0.48349], [-0.58454, -0.35557, -0.60776], [0.41853, -0.58571, 0.52505], [1.27998, 0.40450, 0.78267], [1.21159, 1.77304, 0.24722], [0.42226, -1.65664, 1.11568], [-1.24532, -2.06791, 0.20441], [-2.51552, -0.95240, -0.09414], [-1.84728, -1.81251, -1.43124], [-1.01463, 0.63682, -0.50900], [-0.08412, -0.47226, -1.57245], [2.03479, 0.17968, 1.40879], [0.31522, 2.24336, 0.62214], [2.07090, 2.31621, 0.62036], [1.18253, 1.74321, -0.82825]], "mulliken_spin": [0.39, 0.54, 0.61, -0.02, -0.01, -0.14, -0.03, -0.55, -0.53, 0.45, 0.35, -0.01, -0.02, -0.01, 0.00], "gap_ha": [0.1544, 0.4049], "energy_ev": -8281.84811, "charge": 0, "max_force_ev_per_a": 1.17, "e_above_lowest_kcal_mol": 29.8, "spin_multiplicity": 2, "e_homo_ha": [-0.1308, -0.3841], "s2": 0.751}

# 2
{"formula": "C3H4N2", "method": "ωB97M-V with the def2-TZVPD basis set", "species": ["H", "N", "C", "N", "C", "C", "H", "H", "H"], "coordinates": [[0.32396, -1.72621, 0.98040], [0.14364, -1.62734, -0.01399], [-0.13610, -0.39902, -0.19403], [-0.78895, -0.00357, -1.37570], [0.09308, 0.60885, 0.81684], [0.92881, 1.33170, 1.32639], [-1.10093, 0.93788, -1.49883], [-1.18544, -0.69374, -2.05502], [1.72191, 1.57146, 2.01395]], "mulliken_charge": [0.25, -0.67, 0.63, -0.45, -0.39, -0.13, 0.20, 0.24, 0.32], "smiles": "[H]/N=C(/N)C#C", "gap_ha": 0.3679, "energy_ev": -6153.33955, "charge": 0, "max_force_ev_per_a": 3.11, "e_above_lowest_kcal_mol": 59.1, "spin_multiplicity": 1, "e_homo_ha": -0.3409}

# 3
{"formula": "C6H13NS", "method": "ωB97M-V with the def2-TZVPD basis set", "species": ["C", "C", "C", "N", "C", "C", "C", "S", "H", "H", "H", "H", "H", "H", "H", "H", "H", "H", "H", "H", "H"], "coordinates": [[-2.39462, -0.32722, -0.60435], [-0.97301, -0.82262, -0.27253], [0.05149, 0.34065, -0.29041], [0.20589, 1.06728, -1.50724], [0.21357, 1.03429, 1.03608], [1.32500, 0.12503, 0.54106], [1.62402, -1.16386, 1.25800], [2.87604, 0.81594, -0.07149], [-2.35807, 0.16757, -1.61388], [-3.06665, -1.17967, -0.65979], [-2.77153, 0.36155, 0.11916], [-0.63853, -1.54640, -1.04104], [-1.07033, -1.29670, 0.70768], [-0.23358, 1.97332, -1.47349], [0.07498, 0.50275, -2.33487], [0.26033, 2.16114, 1.05049], [-0.47710, 0.72499, 1.80560], [2.44202, -1.07525, 1.98388], [1.91545, -1.96818, 0.56954], [0.71481, -1.54990, 1.76686], [2.27985, 1.65531, -0.96927]], "mulliken_charge": [-1.26, -0.63, 0.49, -0.49, -1.10, 1.02, -1.56, -0.29, 0.28, 0.39, 0.33, 0.36, 0.28, 0.26, 0.21, 0.25, 0.25, 0.45, 0.35, 0.27, 0.15], "smiles": "CC[C@@]1(N)C[C@]1(C)S", "gap_ha": 0.3359, "energy_ev": -18757.23401, "charge": 0, "max_force_ev_per_a": 2.06, "e_above_lowest_kcal_mol": 24.1, "spin_multiplicity": 1, "e_homo_ha": -0.3043}